A structure of composition C39H51BrIrN3O4Se in a non-equilibrium geometry, computed with the ωB97M-V functional and the def2-TZVPD basis.

Multiplicity: 1
HOMO-LUMO gap (spin up / spin down) in eV: 6.1084 / 6.0644
Highest occupied orbital energy (spin up / spin down) in eV: -7.4 / -7.4

XYZ file:
```
100
Properties=species:S:1:pos:R:3:mulliken_charge:R:1
Ir 0.87490 0.56940 0.76940 4.11
C -2.38200 -6.59930 2.21620 -1.72
C -2.22930 -5.97890 0.82020 2.07
C -3.62280 -5.59810 0.31080 -2.13
C -1.62690 -7.01440 -0.14230 -1.63
C -1.29250 -4.78400 0.87390 -0.69
C -1.59240 -3.56120 0.29270 -0.21
C -0.69800 -2.51290 0.36170 -0.05
Se -0.95660 -0.92070 -0.72110 0.17
C -2.42660 0.04770 0.09140 0.31
C -3.69440 -0.47370 0.17700 -0.21
C -4.73650 0.29460 0.69260 -0.50
C -4.43820 1.60260 1.07320 -0.54
C -3.17700 2.16280 1.00220 -0.42
C -2.10210 1.37030 0.50050 0.87
O -0.89810 1.80790 0.40050 -1.44
C -2.88380 3.59540 1.42290 2.42
C -1.80530 3.59740 2.51630 -1.46
C -2.37110 4.37420 0.20360 -1.67
C -4.11140 4.32580 1.97690 -2.37
C -6.12520 -0.31770 0.80700 2.07
C -6.61270 -0.77440 -0.57650 -1.70
C -6.04550 -1.53680 1.74020 -1.45
C -7.17730 0.64490 1.36730 -2.24
C 0.55500 -2.61680 1.01140 0.25
O 1.34100 -1.59730 1.12590 -1.25
C 0.91900 -3.91990 1.47980 -0.73
C -0.01530 -4.93040 1.42020 -0.42
C 2.35600 -4.17720 1.91460 2.53
C 2.77620 -3.20810 3.02820 -1.50
C 3.23530 -3.97860 0.66670 -1.61
C 2.60320 -5.59930 2.43020 -2.39
H -3.09740 -7.41760 2.17560 0.49
H -2.74260 -5.85790 2.92570 0.37
H -1.44040 -6.99740 2.58210 0.32
H -4.27950 -6.46470 0.36750 0.47
H -3.58490 -5.27970 -0.72880 0.37
H -4.05560 -4.80560 0.91820 0.40
H -2.28620 -7.87420 -0.23540 0.46
H -0.66000 -7.35960 0.21250 0.34
H -1.48990 -6.57290 -1.12730 0.33
H -2.52060 -3.41150 -0.23170 0.40
H -3.86590 -1.48320 -0.16640 0.14
H -5.23810 2.21500 1.44500 0.62
H -0.88610 3.15350 2.14520 0.11
H -2.14430 3.03860 3.38820 0.28
H -1.59290 4.62050 2.82010 0.55
H -1.47740 3.90540 -0.19370 0.19
H -2.12340 5.39360 0.48870 0.47
H -3.12510 4.40670 -0.58000 0.35
H -4.51130 3.82260 2.85450 0.42
H -4.89490 4.41570 1.22820 0.44
H -3.82060 5.33190 2.27440 0.44
H -5.94710 -1.51310 -1.01020 0.28
H -6.67450 0.07140 -1.25600 0.37
H -7.60180 -1.21920 -0.49040 0.47
H -5.36830 -2.28750 1.34230 0.12
H -7.03210 -1.98560 1.84640 0.48
H -5.68740 -1.24290 2.72510 0.34
H -7.31290 1.50060 0.70960 0.43
H -6.91360 0.99120 2.36400 0.40
H -8.13180 0.12440 1.43810 0.45
H 0.26630 -5.89890 1.79630 0.40
H 2.66020 -2.17680 2.70490 0.00
H 3.82020 -3.37500 3.29630 0.46
H 2.15850 -3.37010 3.91090 0.34
H 2.96820 -3.06430 0.14530 0.15
H 3.09400 -4.81350 -0.01690 0.36
H 4.28580 -3.93250 0.94440 0.45
H 2.02460 -5.80800 3.32740 0.43
H 3.65880 -5.69800 2.67500 0.47
H 2.37330 -6.34570 1.67430 0.44
Br -1.30580 -0.92940 3.40370 0.07
C -0.01040 0.27170 4.09020 -0.06
C 0.06610 0.46710 5.45980 -0.81
C 0.99330 1.38510 5.92890 -0.51
C 1.81050 2.03350 5.02030 -0.63
C 1.67480 1.73860 3.67120 0.63
N 0.76820 0.87590 3.21550 -0.03
C 2.61680 2.38980 2.63810 -0.02
O 3.59410 2.97510 3.07210 -0.73
O 2.27700 2.24310 1.43830 -0.73
H -0.58590 -0.07130 6.12780 0.49
H 1.08200 1.57580 6.98790 0.44
H 2.55980 2.75370 5.30990 0.57
C 6.10330 -0.06210 0.29310 -1.35
C 4.81040 0.40460 -0.26390 0.77
C 4.52040 1.48960 -1.06360 -1.02
C 3.13590 1.45930 -1.26930 0.61
N 2.61920 0.39570 -0.66250 -0.66
N 3.64090 -0.22580 -0.04850 0.57
C 2.29910 2.42940 -2.01130 -1.41
H 6.82740 0.74560 0.23460 0.37
H 6.48180 -0.91510 -0.27110 0.29
H 5.99300 -0.35290 1.33590 0.33
H 5.20880 2.22260 -1.42610 0.46
H 3.46040 -1.05940 0.49180 0.13
H 2.81490 2.77780 -2.90420 0.46
H 2.09480 3.28340 -1.36730 0.21
H 1.35040 1.97280 -2.28060 0.26
```

***

A structure of composition C30H39N5OTl in a non-equilibrium geometry, computed with the ωB97M-V functional and the def2-TZVPD basis.

Multiplicity: 1
HOMO-LUMO gap in eV: 4.6801
Total charge: -1
Highest occupied orbital energy in eV: -2.2

XYZ file:
```
76
Properties=species:S:1:pos:R:3:mulliken_charge:R:1
Tl 1.59830 0.39587 1.09009 0.97
N 1.38352 2.98415 0.16732 -0.01
N 0.69698 0.57592 -2.06984 1.11
C -1.53925 -1.50882 1.25995 1.59
C -2.31988 -0.64162 0.43272 0.27
C -2.35858 0.63042 1.05979 0.49
C -3.06398 1.80941 0.49516 -0.78
H -3.48520 1.64887 -0.51144 0.32
H -2.36395 2.65134 0.43795 -0.52
H -3.90131 2.12930 1.13345 0.39
C -1.57931 0.56342 2.27277 0.63
C -1.30144 1.66230 3.23680 -0.81
H -2.02371 1.71644 4.06499 0.36
H -1.39976 2.61171 2.70919 -0.02
H -0.28782 1.58127 3.66452 0.04
C -1.07000 -0.75398 2.38285 -0.83
C -0.19199 -1.23867 3.48892 -1.26
H 0.51699 -0.46370 3.82998 0.25
H 0.36763 -2.12920 3.17402 0.35
H -0.79322 -1.50864 4.37352 0.30
C -2.98786 -0.94952 -0.85388 -1.60
H -4.01114 -0.54121 -0.87120 0.46
H -3.06860 -2.03043 -1.02302 0.41
H -2.44352 -0.48662 -1.69582 0.08
C -1.25104 -2.93248 1.02491 -1.48
H -0.17193 -3.13171 1.10705 0.10
H -1.58266 -3.22885 0.02924 0.07
H -1.76924 -3.57313 1.75501 0.42
C 2.07862 4.09649 0.60770 -0.23
H 1.89129 4.37849 1.67259 0.31
C 2.86698 4.85250 -0.23575 -1.04
H 3.50557 5.60141 0.21208 0.42
C 2.78273 4.50684 -1.58976 -0.34
H 3.44191 5.02546 -2.26682 0.36
C 1.90902 3.55330 -2.10270 -0.69
H 2.07777 3.14951 -3.10702 0.11
C 1.00444 2.90403 -1.20958 1.60
C 0.16627 1.77504 -1.54165 -2.19
H -0.75862 1.61223 -0.97031 0.63
C 0.64989 -0.60735 -1.33197 -1.13
C 1.29151 0.31175 -3.32105 -0.50
H 1.48388 1.11276 -4.01797 0.48
C 1.53055 -1.00186 -3.39605 -0.88
H 1.89971 -1.62075 -4.20015 0.50
N 1.12586 -1.57060 -2.17323 0.75
C 1.06719 -2.98565 -1.84204 -0.24
C -0.05275 -3.74452 -2.22172 0.94
C -0.10106 -5.09802 -1.86827 -0.76
H -0.94285 -5.70297 -2.19763 0.29
C 0.91315 -5.71456 -1.14051 0.79
C 0.86431 -7.16383 -0.77277 -1.54
H 0.67737 -7.30650 0.29616 0.29
H 1.81231 -7.65856 -0.99534 0.36
H 0.07843 -7.68086 -1.31951 0.37
C 1.96867 -4.92357 -0.69968 -1.12
H 2.77352 -5.38087 -0.12387 0.32
C 2.05884 -3.56833 -1.03564 1.31
C 3.23848 -2.76495 -0.59550 -1.34
H 3.80168 -2.38094 -1.46158 0.28
H 3.90520 -3.44195 -0.04492 0.44
H 2.98000 -1.91982 0.06955 -0.02
C -1.17847 -3.17355 -3.02636 -1.72
H -1.00562 -3.33492 -4.10302 0.36
H -1.33630 -2.10136 -2.85041 0.07
H -2.11248 -3.70507 -2.77835 0.45
C 0.08028 4.91505 3.37986 -0.82
N -0.20670 5.57172 1.99667 -0.26
C -0.79139 4.76364 1.03556 0.24
N -1.80635 5.26160 0.30382 -0.51
O -0.60751 3.52744 1.04141 -0.25
H 0.61360 3.92249 3.52504 0.15
H -0.84399 4.89508 4.00238 0.31
H 0.73125 5.68981 3.75750 0.43
H -0.48725 6.61122 1.98798 0.27
H -2.33224 4.64224 -0.31229 0.28
H -2.30473 6.02945 0.80010 0.21
```

***

A cluster of 2 separate species, CHFN2O in total in a non-equilibrium geometry, computed with the ωB97M-V functional and the def2-TZVPD basis.

Multiplicity: 1
HOMO-LUMO gap (spin up / spin down) in eV: 11.1126 / 7.3848
Highest occupied orbital energy (spin up / spin down) in eV: -11.2 / -8.9

XYZ file:
```
6
Properties=species:S:1:pos:R:3:mulliken_charge:R:1
C 0.60255 -0.46401 0.92303 0.18
N 0.79309 -0.11216 -0.21790 -0.34
N -1.30233 0.95287 -1.39113 0.19
O -0.81019 1.18400 -2.43581 -0.15
F -0.54053 -0.85653 1.44585 -0.22
H 1.25742 -0.70417 1.67597 0.34
```

***

A cluster of 7 separate species, C5H24O7 in total in a non-equilibrium geometry, computed with the ωB97M-V functional and the def2-TZVPD basis.

SMILES: CO.CO.CO.CO.CO.O.O
Multiplicity: 1
HOMO-LUMO gap in eV: 10.5285
Highest occupied orbital energy in eV: -10.2

XYZ file:
```
36
Properties=species:S:1:pos:R:3:mulliken_charge:R:1
C -1.05771 -2.66729 -4.32890 -0.62
O -1.88222 -2.83246 -3.21144 -0.46
H -1.28503 -3.48163 -5.01685 0.25
H -1.20757 -1.79536 -4.96561 0.27
H 0.01678 -2.76228 -4.17222 0.26
H -1.68630 -2.00121 -2.77300 0.30
C 3.40341 2.56256 -3.12976 -0.40
O 4.00625 3.48979 -4.12361 -0.53
H 3.38910 1.57682 -3.59474 0.22
H 4.06125 2.63001 -2.26326 0.24
H 2.42577 2.99602 -2.91903 0.18
H 4.88449 3.19143 -4.37110 0.29
C 0.35465 -0.40996 1.05358 -0.56
O -0.52124 -0.00676 -0.02445 -0.48
H 1.16213 0.27030 1.32435 0.26
H 0.00071 -0.83121 1.99452 0.29
H 0.82629 -1.27190 0.58164 0.21
H -1.16208 0.60594 0.34369 0.28
C -6.05746 -1.91969 0.89172 -0.52
O -5.38772 -3.10317 0.77504 -0.48
H -6.61681 -1.72163 -0.02262 0.23
H -6.68629 -1.84883 1.77921 0.24
H -5.45472 -1.02615 1.05421 0.21
H -5.15404 -3.16963 -0.15370 0.32
C 4.35516 3.80474 5.10449 -0.51
O 5.17329 3.31049 6.06868 -0.47
H 3.34722 3.91027 5.50573 0.26
H 4.65180 4.80618 4.79271 0.22
H 4.35218 3.09752 4.27507 0.18
H 4.69068 3.51702 6.87244 0.32
O 2.17249 -6.34120 0.98496 -0.64
H 2.28665 -7.27938 0.83317 0.32
H 1.60242 -6.05054 0.27309 0.32
O -4.02684 3.39790 0.34019 -0.63
H -4.52770 3.15867 -0.43964 0.32
H -4.44898 4.19465 0.66146 0.31
```

***

A structure of composition C4H3CuO in a non-equilibrium geometry, computed with the ωB97M-V functional and the def2-TZVPD basis.

Multiplicity: 1
HOMO-LUMO gap (spin up / spin down) in eV: 5.9493 / 5.9488
Highest occupied orbital energy (spin up / spin down) in eV: -7.5 / -7.5

XYZ file:
```
9
Properties=species:S:1:pos:R:3:mulliken_charge:R:1
C -2.19586 0.22851 -0.00170 -1.17
C -0.92659 -0.16302 0.03581 0.40
C 0.28031 -0.57181 0.17127 1.23
C 1.52878 -0.99929 0.39693 -1.48
H -3.01148 -0.48738 0.13548 0.25
H -2.46732 1.28736 -0.00229 0.19
H 3.06044 -0.86771 -0.41849 0.42
O 2.49876 -0.10474 -0.01534 -0.27
Cu 1.23296 1.67807 -0.30167 0.43
```

***

The molecule C7H10BNO in a non-equilibrium geometry, computed with the ωB97M-V functional and the def2-TZVPD basis.

SMILES: CB(O)C1=CN=CC=CC1
Multiplicity: 1
HOMO-LUMO gap in eV: 8.7913
Highest occupied orbital energy in eV: -8.5

XYZ file:
```
20
Properties=species:S:1:pos:R:3:mulliken_charge:R:1
B 1.24148 -0.92619 -0.50532 0.38
C -1.84230 1.86548 -0.36233 -0.48
C -2.52616 1.09761 0.62786 -0.37
C -1.09309 -0.69466 0.62277 -0.13
C 0.32481 1.25832 0.70334 -0.88
C -0.43730 1.70865 -0.51571 -0.08
C 0.05442 -0.15651 0.20468 0.29
C 2.09384 -2.16151 0.18378 -1.17
N -2.28976 -0.13725 1.00086 -0.65
O 1.54217 -0.37100 -1.68441 -0.55
H -2.41308 2.18359 -1.23554 0.32
H -3.52806 1.34642 0.94377 0.44
H -1.28985 -1.65717 0.20276 0.39
H 1.36615 1.53231 0.63074 0.36
H -0.28356 1.54008 1.53078 0.37
H 0.09246 1.79644 -1.45652 0.38
H 3.03727 -1.87978 0.63261 0.34
H 2.27032 -2.92791 -0.42208 0.42
H 1.36372 -2.51576 0.92461 0.30
H 2.31652 -0.90117 -2.02664 0.32
```

***

The molecule C6H7N3O4S in a non-equilibrium geometry, computed with the ωB97M-V functional and the def2-TZVPD basis.

SMILES: O=[N+]([O-])NS(=O)(=O)Nc1ccccc1
Multiplicity: 1
HOMO-LUMO gap in eV: 9.8671
Highest occupied orbital energy in eV: -9.6

XYZ file:
```
21
Properties=species:S:1:pos:R:3:mulliken_charge:R:1
C 3.14032 -0.27416 0.56108 -0.39
C 2.66102 -0.56908 -0.69789 -0.65
C 2.33821 0.45720 1.39478 -0.41
C 1.37713 -0.25723 -1.08358 -0.31
C 1.07867 0.80894 1.07843 -0.36
C 0.62603 0.58401 -0.28065 0.50
N -2.16393 -0.78693 -0.27987 -0.14
N -0.50097 1.21063 -0.75777 -0.35
N -3.39333 -1.24258 -0.05946 1.03
O -4.17633 -0.50326 0.51154 -0.59
O -3.63023 -2.39139 -0.30171 -0.65
O -1.79407 1.22579 1.41071 -0.58
O -2.95722 1.50450 -0.86192 -0.57
S -1.95878 0.96771 -0.03101 1.23
H 4.05715 -0.51923 0.97600 0.43
H 3.13383 -1.24805 -1.36717 0.34
H 2.76442 0.62723 2.41656 0.28
H 1.08883 -0.58863 -2.08412 0.30
H 0.40903 1.38943 1.76272 0.34
H -1.47239 -1.35561 -0.61927 0.20
H -0.62740 0.96070 -1.68741 0.34
```

***

Listing calculated total energy for the structures above in their given order: -7061.68118; -1687.90725; -323.14998; -731.42098; -1869.68767; -427.53605; -1096.07920 a.u..